This record from OMol25 describes a structure of composition C22H35BrO2P2W. The level of theory is the ωB97M-V functional and the def2-TZVPD basis.

Output
Charge: +2
Max |F| (eV/Å): 3.6
Energy above the lowest of the compared OMol25 structures with the same formula, charge and spin (kJ/mol): 0.0
Calculated total energy (hartree): -4332.73316
HOMO energy (alpha / beta) (eV): -13.21 / -13.21
2S+1: 3

Geometry as XYZ:
```
63
Properties=species:S:1:pos:R:3:forces:R:3
P -0.287250 -1.818574 -5.118991 -1.62 0.15 -1.96
P -0.016420 1.951596 -5.266096 0.81 0.94 -0.94
C -0.752109 -0.518198 -6.342084 0.49 0.23 -0.16
C 0.244131 0.661668 -6.526234 0.06 0.46 -0.75
H -1.790525 -0.183478 -6.137366 0.55 -0.19 -0.08
H -0.765575 -1.071465 -7.296839 -0.19 0.02 0.34
H 1.305079 0.332585 -6.491976 -0.67 0.15 -0.16
H 0.073203 1.163671 -7.499049 0.16 -0.70 0.13
C -1.549474 2.760034 -5.835358 0.26 0.30 -0.32
H -1.896924 3.472494 -5.073601 0.02 -0.18 -0.25
H -2.344532 2.024372 -6.041276 0.31 0.30 0.14
H -1.317435 3.305082 -6.762494 -0.31 -0.04 0.22
C 1.331267 3.141553 -5.360250 0.18 0.69 -1.06
H 1.127676 3.825481 -6.208403 0.56 -0.10 0.43
H 2.292882 2.618258 -5.525929 -0.42 0.34 0.11
H 1.363153 3.712683 -4.415647 0.04 -0.22 -0.56
C -1.320313 -3.190685 -5.616298 -0.17 -0.30 -0.20
H -1.299262 -3.987600 -4.860043 -0.04 0.16 -0.28
H -0.905456 -3.566938 -6.556729 -0.33 -0.12 0.08
H -2.355889 -2.847542 -5.777701 0.36 -0.20 0.10
C 1.392897 -2.315627 -5.522383 0.47 -0.13 0.35
H 2.066746 -1.467416 -5.706174 -0.25 -0.27 0.20
H 1.312571 -2.899122 -6.447031 0.01 0.16 0.11
H 1.823848 -2.965598 -4.746343 -0.16 0.21 -0.33
W 0.106044 -0.295227 -1.080380 -1.18 1.52 1.18
C 0.492528 2.357111 -2.207632 -0.56 -1.03 1.96
C -0.847325 2.026681 -2.184070 0.61 -0.83 0.06
C -1.420410 0.991942 -3.131027 -1.11 -1.17 0.31
C -1.715023 -0.508849 -2.841429 -0.38 0.29 -0.86
C -0.670646 -1.556332 -3.380834 0.84 0.23 0.48
C 0.733444 -1.274631 -2.855870 0.43 -0.26 2.72
C 1.433420 0.051059 -3.222590 0.88 -1.10 -2.13
C 1.564239 1.242383 -2.223355 0.02 1.10 -1.15
C 0.895091 -1.660435 0.233610 0.32 -0.54 -0.91
H 0.826361 3.299661 -1.714653 -0.30 -0.86 -0.28
H -1.590206 2.552904 -1.581827 0.37 0.63 -0.59
H -0.701745 0.967397 -4.013932 -0.87 0.10 1.22
H -2.351247 1.438337 -3.538495 0.36 -0.26 0.51
H -1.981683 -0.669246 -1.749361 0.08 -0.55 -0.34
H -2.664160 -0.736212 -3.370716 0.30 0.02 0.81
H -1.020497 -2.549605 -3.043494 0.33 0.34 -0.04
H 1.420950 -2.125708 -2.819919 -0.38 0.32 -0.11
H 1.033889 0.412841 -4.195271 0.13 0.31 0.92
H 2.463703 -0.237152 -3.532187 -0.46 0.19 0.78
H 1.729749 0.788498 -1.172065 0.75 0.98 -0.14
H 2.544914 1.705863 -2.413568 -0.24 -0.38 0.28
H 1.599112 -1.132723 0.890212 -0.26 -0.38 0.13
H 1.337072 -2.509386 -0.293248 0.00 -0.06 0.53
H -0.058275 -1.931731 0.722459 0.44 -0.16 0.37
Br 1.398101 3.228734 1.579085 0.18 0.18 0.12
C 0.312734 2.557014 2.979113 -0.79 -0.76 0.77
C 0.565471 2.859334 4.318517 0.08 0.14 -0.38
C -0.266751 2.343573 5.317859 -0.21 0.13 -0.21
C -1.376732 1.560457 4.990200 -0.14 -0.16 -0.34
C -1.635254 1.244936 3.644784 0.74 0.27 0.27
C -0.772900 1.728735 2.653001 -0.03 0.27 -0.01
C -1.049399 1.426696 1.199755 -1.99 2.53 1.62
O -1.993046 1.973830 0.631933 1.51 -1.58 -0.08
O -0.176600 0.590684 0.709814 0.20 -1.19 -2.16
H 1.391706 3.528268 4.560093 -0.20 -0.26 0.05
H -0.064929 2.602035 6.358712 -0.06 -0.11 -0.33
H -2.062804 1.202157 5.769683 0.46 0.15 -0.37
H -2.453385 0.590574 3.349587 0.03 0.27 0.19
```
Forces are in eV/Å.